Record 1
# C32H25Cl5N8O7Ti

A molecular structure, C32H25Cl5N8O7Ti (the ωB97M-V functional and the def2-TZVPD basis, OMol25).

CARTESIAN COORDINATES (ANGSTROEM)
Ti -0.1736 0.3587 -0.9306
Cl -0.6210 3.5749 4.8711
Cl -1.4704 -1.9138 2.0790
Cl 0.1499 3.1840 1.8708
Cl -2.2249 -1.5661 5.1014
Cl -1.7652 1.1709 6.4998
O -5.7982 4.1717 -5.3870
O -1.3273 0.6701 -7.8054
O -1.3975 1.7237 -1.6411
O -0.1123 0.6895 -3.0467
O -3.0342 1.7834 -8.5158
O -5.2425 4.2368 -3.3015
O -0.4280 0.4909 0.8589
N -5.0874 3.8882 -4.4526
N 1.6148 -0.8912 -0.8950
N -2.2527 1.4395 -7.6618
N 2.7172 0.7558 3.5413
N 1.5974 1.6006 -0.9500
N 2.7692 -0.4393 -0.7547
N -0.8323 -1.4056 -1.2887
N 1.4616 0.7349 7.1335
C 2.2838 -3.2683 -0.7003
C -0.4314 -3.8397 -1.2345
C 1.3443 -2.2467 -0.8933
C 2.1195 0.2512 4.7577
C -1.1113 1.4301 -2.8792
C -1.9727 1.8946 -3.9693
C 3.9757 3.0038 -1.0731
C -0.8786 2.0583 4.1042
C -3.8944 3.0539 -4.7412
C 1.8514 -4.5673 -0.7714
C 0.4976 -4.8396 -1.0400
C -0.5355 1.8899 2.7663
C 3.9902 1.6285 -0.8994
C -2.5373 1.8832 -6.2759
C 1.5919 2.9263 -1.1250
C -2.0777 -1.4651 -1.9871
C -3.0828 2.6829 -3.6899
C 2.7601 3.6621 -1.1935
C 2.7777 0.9677 -0.8568
C -1.4066 0.9887 4.8209
C -0.0145 -2.5066 -1.1561
C 2.2465 1.2211 5.9353
C -3.6508 2.6712 -6.0463
C -4.4269 -0.9700 -2.0778
C -3.2341 -1.0076 -1.3657
C -3.3049 -1.8669 -4.0104
C -2.1077 -1.8905 -3.3159
C -0.7316 0.6621 2.1365
C -1.6029 -0.2483 4.2053
C -1.6879 1.4818 -5.2685
C -4.4634 -1.4008 -3.3947
C -1.2650 -0.4086 2.8659
H 0.4570 0.6397 6.9164
H 1.0599 0.0406 4.5749
H -3.1996 -0.6950 -0.3287
H -3.3356 -2.2069 -5.0371
H -0.8334 0.8589 -5.4887
H 0.6186 3.3943 -1.2032
H -1.1970 -2.2274 -3.7959
H 4.9051 3.5543 -1.1268
H 2.3938 1.6807 3.2883
H 1.8362 2.1995 5.6945
H 2.5869 -0.7044 5.0094
H 3.7275 0.7488 3.5657
H 1.8045 -0.1709 7.4583
H -1.4669 -4.0717 -1.4434
H -5.3291 -0.6170 -1.5966
H 3.3178 -3.0181 -0.5087
H 1.5283 1.3911 7.9135
H -3.3194 2.9954 -2.6834
H 3.2799 1.3378 6.2580
H -5.3953 -1.3828 -3.9437
H 2.5436 -5.3843 -0.6290
H -4.3046 2.9711 -6.8527
H 0.1741 -5.8710 -1.0949
H 4.9058 1.0606 -0.8244
H 2.7108 4.7312 -1.3404

The value obtained for the largest force on an atom is 0.01719 Eh/bohr. As for the spin multiplicity: 1. Its net charge is +2. The LUMO energy comes out at -0.2498 hartree. The energy relative to the best compared isomer or geometry (same formula, charge and spin) comes out at 1.1 kcal/mol. The HOMO-LUMO gap is 6.107 eV.

These are the Löwdin partial charges, in e, on atoms 1 to 6: 1.193 0.739 0.812 0.799 0.750 0.747

=====

Record 2
# C32H25I2MnN2O2P

A molecular structure, C32H25I2MnN2O2P (the ωB97M-V functional and the def2-TZVPD basis, OMol25).

CARTESIAN COORDINATES (ANGSTROEM)
I 0.7353 -1.2410 5.6695
I 4.5617 3.3800 5.2289
Mn -0.0827 -0.0120 1.3488
P 0.2311 -0.5447 -0.8352
O -0.5125 0.3947 3.2361
O 1.7123 -0.9871 2.0307
N -2.2391 -0.1995 0.9860
N -0.6195 2.0490 1.1305
C 1.9234 -0.0154 -1.2343
C -2.0309 1.7344 -3.4316
C 2.8195 2.4020 4.6119
C 1.7226 -0.1223 1.1226
C -0.9046 -3.0742 -1.3126
C -0.8942 -4.4592 -1.3854
C 3.9887 0.3049 -0.0211
C -2.8302 0.9548 0.6984
C -4.2069 -1.3645 0.3123
C -1.3683 1.2583 -2.3079
C 0.5125 1.0491 3.7305
C 3.9345 0.4464 -2.4374
C 1.4663 -3.0708 -0.9294
C 1.4734 -4.4583 -0.9991
C 0.2977 -5.1539 -1.2302
C 2.4351 1.2224 5.2321
C 0.2781 -2.3612 -1.0980
C -4.1136 1.0134 0.1706
C -2.0732 0.9690 -4.5865
C 2.0545 2.9374 3.5864
C -0.7745 -0.7345 -3.4848
C 1.2956 0.5630 4.7942
C -4.8096 -0.1636 -0.0277
C -0.7411 0.0133 -2.3032
C 0.9076 2.2841 3.1654
C -2.9188 -1.3349 0.8103
C 2.5728 0.1678 -2.4440
C 2.6174 0.0710 -0.0247
C -1.4360 -0.2639 -4.6118
C -0.0249 2.9392 2.1894
C 4.6301 0.5038 -1.2355
C -2.0823 2.2059 1.0730
H -2.3894 3.0387 0.4343
H -0.2055 2.3246 0.2506
H -1.8372 -2.5418 -1.4469
H -2.4135 2.4463 2.0829
H 2.0293 0.0891 -3.3795
H -0.8588 3.3493 2.7603
H 5.6947 0.7067 -1.2493
H 0.3076 -6.2363 -1.2851
H -2.5913 1.3348 -5.4649
H 4.5325 0.3469 0.9152
H 2.4042 -4.9958 -0.8682
H 2.3901 -2.5424 -0.7408
H -1.8172 -4.9973 -1.5657
H -2.5115 2.7054 -3.4044
H 3.0258 0.8065 6.0370
H 2.3445 3.8735 3.1194
H -1.4488 -0.8631 -5.5142
H -1.3400 1.8821 -1.4271
H -0.2783 -1.6936 -3.5280
H 4.4611 0.6060 -3.3705
H -4.5528 1.9722 -0.0772
H -4.7189 -2.3096 0.1888
H -5.8108 -0.1460 -0.4401
H -2.3957 -2.2449 1.0745
H 0.4723 3.7854 1.7114

The value obtained for the largest force on an atom is 0.01694 Eh/bohr. As for the expectation value of S²: 1.08. As for the spin multiplicity: 2. The LUMO energy (alpha / beta) comes out at 0.0091 / 0.0075 hartree. The energy relative to the best compared isomer or geometry (same formula, charge and spin) comes out at 5.9 kcal/mol. The HOMO-LUMO gap (alpha / beta) is 7.252 / 6.507 eV.

These are the Löwdin partial charges, in e, on atoms 1 to 6: 0.900 0.816 0.477 1.082 -0.211 -0.033

=====

Record 3
# C32H25IMnN5OS2Sb

A molecular structure, C32H25IMnN5OS2Sb (the ωB97M-V functional and the def2-TZVPD basis, OMol25).

CARTESIAN COORDINATES (ANGSTROEM)
I -3.3166 1.2926 -0.2897
Sb 0.7746 1.2253 -1.6107
Mn -1.3436 -0.9988 0.1628
S -0.6094 -0.6411 -1.9954
S 1.2032 -4.4802 6.1281
O -2.9755 -1.9426 -0.6579
N -1.9663 -1.3075 2.1055
N -0.2102 -3.7375 5.9287
N 1.8632 -4.2126 4.6821
N -4.1442 -2.0406 -2.5593
N 0.3272 -1.5752 0.8714
C 3.7965 -0.2699 -4.2991
C 2.7525 2.2251 -3.6168
C 1.2001 -2.9678 2.6554
C 0.8821 1.4493 2.6956
C 2.3108 -0.0634 0.6946
C 0.9986 -3.4704 3.9940
C 0.2206 -2.1848 2.1157
C 3.7584 2.1268 -4.5670
C -1.7540 4.0548 -3.5862
C 0.6093 1.6614 1.3285
C -1.2568 -2.4395 4.1019
C 4.2763 0.8844 -4.9023
C 2.7899 -0.1874 -3.3496
C 1.3333 1.0235 0.3580
C -1.0210 -1.9731 2.8059
C -3.8387 -1.4561 -1.4181
C -4.6128 -0.2285 -1.0170
C 2.5521 -2.6183 0.7068
C -0.9643 2.9678 -3.2462
C -1.8937 5.1154 -2.7018
C -0.3054 2.9491 -2.0161
C -1.2296 5.1038 -1.4839
C -2.4898 -2.1674 4.6887
C 1.9830 0.6516 3.0648
C -0.1887 -3.1997 4.7140
C 2.2776 1.0640 -3.0122
C -3.1451 -1.0584 2.6765
C 2.7046 -0.0217 2.1327
C -3.4394 -1.4618 3.9707
C -0.4306 4.0230 -1.1361
C 2.3602 -3.2865 1.8430
C 1.6608 -1.4739 0.3086
H 1.5837 -1.4662 -0.7818
H 0.1227 4.0593 -0.2078
H -2.6879 -2.5161 5.6934
H 3.2062 -0.0087 0.0586
H -4.8759 -1.6968 -3.1603
H 4.2025 -1.2333 -4.5738
H -1.3177 5.9446 -0.8098
H 3.3740 -2.8655 0.0482
H -5.2550 -0.4925 -0.1774
H 2.2741 0.6018 4.1056
H -2.2536 4.0789 -4.5447
H -3.6707 -2.8974 -2.8113
H 5.0586 0.8135 -5.6453
H -0.8658 2.1451 -3.9465
H -0.1745 2.3650 1.0739
H 3.0177 -4.0833 2.1590
H -5.2050 0.1998 -1.8201
H 4.1354 3.0195 -5.0455
H 3.5714 -0.5943 2.4319
H 2.3495 3.1976 -3.3611
H 2.3997 -1.0931 -2.9003
H 0.2987 1.9636 3.4452
H -2.5088 5.9627 -2.9708
H -4.4066 -1.2338 4.3923
H -3.8723 -0.5235 2.0798

The value obtained for the largest force on an atom is 0.00982 Eh/bohr. As for the expectation value of S²: 8.89. As for the spin multiplicity: 6. Its net charge is +2. The LUMO energy (alpha / beta) comes out at -0.2658 / -0.2310 hartree. The HOMO-LUMO gap (alpha / beta) is 4.793 / 6.326 eV.

These are the Löwdin partial charges, in e, on atoms 1 to 6: 1.094 1.426 0.608 0.260 1.075 -0.140

=====

Q: The lowest spin multiplicity belongs to which entry?
A: C32H25Cl5N8O7Ti

=====

Q: The lowest spin multiplicity belongs to which entry?
A: C32H25Cl5N8O7Ti

=====

Q: The highest spin multiplicity belongs to which entry?
A: C32H25IMnN5OS2Sb

=====

Q: What is the formula in the first record?
A: C32H25Cl5N8O7Ti